*A*
Below is a 3-piece molecular cluster, C13H18N2O4 overall, with properties calculated with ωB97M-V/def2-TZVPD.

Each atom is followed by the atoms it is bonded to, with distances in Å.
Cartesian coordinates (Å):
1 C 0.6502 1.9029 -0.4144  C2 1.590, C3 1.566, H16 1.058, N32 1.586
2 C -0.4091 0.7753 -0.7799  C1 1.590, N33 1.370, O34 1.282
3 C 1.8167 1.5783 0.5795  C1 1.566, C4 1.388, H17 1.127, H18 1.277
4 C 2.6556 0.5061 0.3081  C3 1.388, C5 1.349, C6 1.491
5 C 3.8357 0.5169 -0.3451  C4 1.349, C7 1.444, H19 1.189
6 C 2.0759 -0.7608 0.8390  C4 1.491, C8 1.422, H20 1.134
7 C 4.3220 -0.7717 -0.7779  C5 1.444, C9 1.396, H21 1.255
8 C 2.6429 -2.0021 0.4403  C6 1.422, C9 1.402, H22 1.188
9 C 3.8121 -1.9926 -0.3329  C7 1.396, C8 1.402, H23 1.070
10 C -2.6135 -0.1578 -0.7355  C11 1.509, C12 1.685, H25 0.986, N33 1.409
11 C -3.9671 0.2561 -0.2133  C10 1.509, O35 1.310, O37 1.326
12 C -2.1832 -1.7465 -0.3759  C10 1.685, C13 1.680, H26 1.154, O36 1.382
13 C -1.8927 -1.7284 1.2784  C12 1.680, H28 1.103, H29 1.062, H30 1.074
14 H 0.0436 3.1172 1.6761  no bonds
15 H 0.7012 4.3608 -0.9349  no bonds
16 H 1.1526 2.2104 -1.2930  C1 1.058
17 H 1.3635 1.4400 1.6025  C3 1.127
18 H 2.6972 2.5029 0.5667  C3 1.277
19 H 4.5394 1.2783 -0.9261  C5 1.189
20 H 1.0401 -0.5890 1.2662  C6 1.134
21 H 5.2150 -0.6526 -1.6516  C7 1.255
22 H 2.1885 -2.8988 1.0725  C8 1.188
23 H 4.2494 -2.9472 -0.5365  C9 1.070
24 H -1.9394 1.7857 0.1277  N33 1.106
25 H -2.5865 -0.1871 -1.7207  C10 0.986
26 H -1.0983 -1.7429 -0.7690  C12 1.154
27 H -3.8993 -2.4358 -0.4515  O36 1.064
28 H -1.1301 -1.0076 1.6189  C13 1.103
29 H -1.4845 -2.6966 1.4307  C13 1.062
30 H -2.8502 -1.6139 1.7521  C13 1.074
31 H -5.0347 1.6973 0.2200  O37 0.900
32 N -0.2695 3.0844 0.1100  C1 1.586
33 N -1.6783 0.7842 -0.2632  C2 1.370, C10 1.409, H24 1.106
34 O 0.1002 -0.1094 -1.5551  C2 1.282
35 O -4.8600 -0.5911 0.2364  C11 1.310
36 O -2.9927 -2.7205 -0.9301  C12 1.382, H27 1.064
37 O -4.2126 1.5554 -0.1185  C11 1.326, H31 0.900

Properties
Frontier orbital gap, eV: 7.134
E_LUMO, hartree: -0.06275
HOMO level, eV: -8.84

*B*
Below is one molecule with the formula C13H18N2O4, with properties calculated with ωB97M-V/def2-TZVPD.

Each atom is followed by the atoms it is bonded to, with distances in Å.
Cartesian coordinates (Å):
1 O 1.0630 0.1187 -2.1546  N2 1.212
2 N 1.9000 -0.5467 -1.5836  O1 1.212, O3 1.213, C4 1.439
3 O 2.6453 -1.3313 -2.1306  N2 1.213
4 C 1.9827 -0.4554 -0.1496  N2 1.439, C5 1.391, C9 1.408
5 C 2.3485 -1.6015 0.5478  C4 1.391, C6 1.379, H37 1.080
6 C 2.3584 -1.6007 1.9264  C5 1.379, C7 1.388, H36 1.078
7 C 2.0163 -0.4392 2.6056  C6 1.388, C8 1.380, H35 1.080
8 C 1.6820 0.7125 1.9221  C7 1.380, C9 1.399, H34 1.079
9 C 1.6572 0.7373 0.5240  C4 1.408, C8 1.399, O10 1.344
10 O 1.4630 1.8387 -0.2221  C9 1.344, C11 1.419
11 C 0.5303 2.8386 0.1556  O10 1.419, C12 1.529, H32 1.094, H33 1.092
12 C -0.8597 2.4818 -0.3733  C11 1.529, H13 1.090, C14 1.533, H31 1.089
13 H -0.7458 2.1625 -1.4090  C12 1.090
14 C -1.5210 1.3588 0.4342  C12 1.533, N15 1.452, H29 1.101, H30 1.094
15 N -2.6004 0.7564 -0.3278  C14 1.452, C16 1.453, C20 1.457
16 C -3.6812 0.2030 0.4693  N15 1.453, C17 1.534, H27 1.092, H28 1.094
17 C -3.3093 -1.1371 1.1175  C16 1.534, O18 1.411, H25 1.091, H26 1.103
18 O -2.9150 -2.0776 0.1421  C17 1.411, C19 1.413
19 C -1.8288 -1.5927 -0.6206  O18 1.413, C20 1.535, H23 1.091, H24 1.103
20 C -2.1538 -0.2478 -1.2848  N15 1.457, C19 1.535, H21 1.090, H22 1.093
21 H -1.2758 0.1136 -1.8197  C20 1.090
22 H -2.9663 -0.3950 -2.0018  C20 1.093
23 H -1.6253 -2.3526 -1.3762  C19 1.091
24 H -0.9417 -1.4947 0.0283  C19 1.103
25 H -4.1681 -1.5743 1.6297  C17 1.091
26 H -2.4942 -0.9898 1.8457  C17 1.103
27 H -3.9766 0.9239 1.2338  C16 1.092
28 H -4.5281 0.0411 -0.2048  C16 1.094
29 H -0.7568 0.6201 0.7209  C14 1.101
30 H -1.9351 1.7756 1.3566  C14 1.094
31 H -1.4937 3.3675 -0.3583  C12 1.089
32 H 0.5121 2.9951 1.2384  C11 1.094
33 H 0.8922 3.7492 -0.3274  C11 1.092
34 H 1.4472 1.6070 2.4775  C8 1.079
35 H 2.0216 -0.4270 3.6851  C7 1.080
36 H 2.6255 -2.4927 2.4694  C6 1.078
37 H 2.6007 -2.4857 -0.0178  C5 1.080

Properties
Frontier orbital gap, eV: 7.833
E_LUMO, hartree: -0.01020
HOMO level, eV: -8.11
SMILES: O=[N+]([O-])c1ccccc1OCCCN1CCOCC1

*C*
Below is one molecule with the formula C13H18N2O4, with properties calculated with ωB97M-V/def2-TZVPD.

Each atom is followed by the atoms it is bonded to, with distances in Å.
Cartesian coordinates (Å):
1 C -0.7464 2.0729 0.5396  C2 1.524, C3 1.652, H16 1.099, N32 1.461
2 C 0.4736 1.1603 0.5571  C1 1.524, N33 1.372, O34 1.238
3 C -1.6628 1.7053 -0.7855  C1 1.652, C4 1.478, H17 1.132, H18 1.139
4 C -2.4871 0.5128 -0.4979  C3 1.478, C5 1.431, C6 1.405
5 C -3.2975 0.4006 0.6764  C4 1.431, C7 1.430, H19 1.108
6 C -2.2920 -0.6155 -1.3120  C4 1.405, C8 1.381, H20 1.156
7 C -4.0047 -0.8387 0.7717  C5 1.430, C9 1.383, H21 1.113
8 C -2.9710 -1.8160 -1.2473  C6 1.381, C9 1.459, H22 1.162
9 C -3.8587 -1.9081 -0.0933  C7 1.383, C8 1.459, H23 1.060
10 C 1.6634 -0.6819 -0.4220  C11 1.591, C12 1.601, H25 1.124, N33 1.406
11 C 1.5321 -1.6868 0.8050  C10 1.591, O35 1.208, O37 1.355
12 C 3.0599 0.0646 -0.6605  C10 1.601, C13 1.515, H26 1.082, O36 1.363
13 C 4.2376 -0.8662 -0.4538  C12 1.515, H28 1.119, H29 1.041, H30 1.048
14 H 0.3034 3.5601 -0.4432  N32 1.028
15 H 0.1387 3.8097 1.1122  N32 1.011
16 H -1.2819 2.0738 1.4997  C1 1.099
17 H -0.9888 1.5381 -1.6799  C3 1.132
18 H -2.3565 2.6055 -0.8658  C3 1.139
19 H -3.4918 1.2886 1.3096  C5 1.108
20 H -1.5401 -0.5744 -2.1891  C6 1.156
21 H -4.7767 -0.9268 1.5679  C7 1.113
22 H -2.9975 -2.6686 -2.0356  C8 1.162
23 H -4.4046 -2.8159 -0.1386  C9 1.060
24 H -0.2564 0.1072 -0.8441  N33 0.988
25 H 1.6429 -1.3018 -1.3589  C10 1.124
26 H 3.1548 0.8693 0.0565  C12 1.082
27 H 2.3791 1.3890 -1.8479  O36 1.030
28 H 4.1194 -1.8945 -0.8802  C13 1.119
29 H 5.0664 -0.3035 -0.7373  C13 1.041
30 H 4.2883 -1.0176 0.5820  C13 1.048
31 H 1.5854 -0.2539 2.2215  O37 1.003
32 N -0.3839 3.4706 0.3157  C1 1.461, H14 1.028, H15 1.011
33 N 0.6469 0.2869 -0.4863  C2 1.372, C10 1.406, H24 0.988
34 O 1.2407 1.2851 1.5206  C2 1.238
35 O 1.2120 -2.8486 0.7276  C11 1.208
36 O 3.0626 0.6211 -1.9048  C12 1.363, H27 1.030
37 O 1.9467 -1.1585 1.9817  C11 1.355, H31 1.003

Properties
Frontier orbital gap, eV: 9.741
E_LUMO, hartree: 0.01484
HOMO level, eV: -9.34
SMILES: C[C@@H](O)[C@H](NC(=O)[C@@H](N)Cc1ccccc1)C(=O)O

According to the calculations, the structures order from most to least stable as *C*, *B*, *A*.

*A*
Below is a 6-piece molecular cluster, CH14O6 overall, with properties calculated with ωB97M-V/def2-TZVPD.

Each atom is followed by the atoms it is bonded to, with distances in Å.
Cartesian coordinates (Å):
1 O 14.0630 -9.6210 -15.7450  H2 1.016, H3 0.990, H4 1.023
2 H 14.4840 -9.9160 -14.8690  O1 1.016
3 H 13.2700 -10.1990 -15.8730  O1 0.990
4 H 13.5580 -8.7470 -15.5800  O1 1.023
5 C 15.1810 -10.3160 -12.9040  O6 1.372, H7 1.092, H8 1.102, H9 1.073
6 O 14.0530 -9.5610 -13.1060  C5 1.372
7 H 14.7980 -11.1100 -12.2600  C5 1.092
8 H 15.8600 -9.7450 -12.2510  C5 1.102
9 H 15.6380 -10.4950 -13.8580  C5 1.073
10 O 11.4030 -8.8840 -13.3260  H11 0.985, H12 0.956
11 H 12.3670 -9.0790 -13.2810  O10 0.985
12 H 11.0590 -9.5890 -13.8720  O10 0.956
13 O 15.5510 -7.4200 -13.9140  H14 0.941, H15 0.915
14 H 15.0420 -7.9610 -13.3360  O13 0.941
15 H 16.3240 -7.9080 -13.9510  O13 0.915
16 O 12.4280 -7.3790 -15.6810  H17 1.038, H18 0.932
17 H 11.6050 -7.5350 -15.0680  O16 1.038
18 H 12.7660 -6.5670 -15.3720  O16 0.932
19 O 11.6710 -10.7630 -16.5010  H20 0.953, H21 1.000
20 H 11.0760 -11.4850 -16.3200  O19 0.953
21 H 11.0670 -10.1150 -16.9640  O19 1.000

Properties
Frontier orbital gap, eV: 7.401
E_LUMO, hartree: -0.00962
HOMO level, eV: -7.66

*B*
Below is a 6-piece molecular cluster, CH14O6 overall, with properties calculated with ωB97M-V/def2-TZVPD.

Each atom is followed by the atoms it is bonded to, with distances in Å.
Cartesian coordinates (Å):
1 C -0.8297 -0.0335 -2.7964  O2 1.399, H3 1.105, H4 1.082, H5 1.091
2 O -0.2104 -0.4049 -1.5976  C1 1.399, H6 0.966
3 H -0.2362 0.7121 -3.3550  C1 1.105
4 H -1.7454 0.5355 -2.7071  C1 1.082
5 H -0.9681 -0.8582 -3.4971  C1 1.091
6 H 0.4222 -1.1102 -1.7885  O2 0.966
7 H -1.7326 -3.3262 1.4844  O9 0.961
8 H -1.0605 -2.0841 0.8952  O9 0.965
9 O -1.3169 -2.9904 0.6854  H7 0.961, H8 0.965
10 H -1.2390 0.0263 2.8748  O12 0.957
11 H -0.5753 1.1701 2.0039  O12 0.962
12 O -1.1740 0.9704 2.7296  H10 0.957, H11 0.962
13 H 1.3799 4.1148 2.8424  O15 0.962
14 H 0.7503 5.3718 2.2624  O15 0.962
15 O 0.9871 4.4666 2.0379  H13 0.962, H14 0.962
16 H 0.3028 -3.0934 -0.4291  O18 0.967
17 H 1.5228 -3.7174 -1.0872  O18 0.962
18 O 0.9104 -2.9810 -1.1724  H16 0.967, H17 0.962
19 H 1.1169 0.5338 -0.0982  O21 0.966
20 H 1.9468 1.7876 0.1855  O21 0.962
21 O 1.7491 0.9105 0.5272  H19 0.966, H20 0.962

Properties
Frontier orbital gap, eV: 10.672
E_LUMO, hartree: 0.01330
HOMO level, eV: -10.31
SMILES: CO.O.O.O.O.O

According to the calculations, the structures order from most to least stable as *B*, *A*.

*A*
Below is an isolated ion of composition C6H16N5 and charge +1, with properties calculated with ωB97M-V/def2-TZVPD.

Each atom is followed by the atoms it is bonded to, with distances in Å.
Cartesian coordinates (Å):
1 C -0.1304 2.4985 0.2946  C2 1.523, N7 1.237, H12 1.074
2 C -0.0384 1.3809 1.3255  C1 1.523, C3 1.610, H13 1.087, H14 1.095
3 C 0.2694 -0.0437 0.6404  C2 1.610, C6 1.649, N8 1.602, N9 1.330
4 C -0.4868 -2.0606 -0.7391  C6 1.479, H15 1.158, H16 1.174, H17 1.064
5 C -1.5187 -1.6668 1.4264  C6 1.515, H18 1.094, H19 1.060, H20 1.118
6 C -0.9839 -1.0071 0.1717  C3 1.649, C4 1.479, C5 1.515, H21 1.073
7 N -0.0077 2.4394 -0.9349  C1 1.237, N11 1.477
8 N 1.1762 0.3353 -0.6247  C3 1.602, N11 1.445, H22 0.992
9 N 1.0784 -0.7687 1.4085  C3 1.330, H23 1.017, H24 1.029
10 N 1.1440 1.6306 -2.7650  N11 1.471, H25 0.995, H26 1.071
11 N 0.4507 1.1766 -1.5494  N7 1.477, N8 1.445, N10 1.471, H27 1.025
12 H -0.5195 3.4665 0.5476  C1 1.074
13 H 0.5129 1.7001 2.2064  C2 1.087
14 H -1.0836 1.3906 1.6508  C2 1.095
15 H 0.5708 -2.4050 -0.4152  C4 1.158
16 H -0.3145 -1.5086 -1.7612  C4 1.174
17 H -1.2187 -2.8269 -0.8325  C4 1.064
18 H -0.8006 -2.2952 1.9617  C5 1.094
19 H -2.2956 -2.3477 1.1869  C5 1.060
20 H -1.9462 -0.9998 2.2154  C5 1.118
21 H -1.7159 -0.3855 -0.3060  C6 1.073
22 H 1.9553 0.9335 -0.4861  N8 0.992
23 H 1.1379 -1.7796 1.3110  N9 1.017
24 H 1.7799 -0.3053 2.0016  N9 1.029
25 H 2.0117 2.1020 -2.6443  N10 0.995
26 H 1.2714 0.7903 -3.4161  N10 1.071
27 H -0.2980 0.5560 -1.8738  N11 1.025

Properties
Frontier orbital gap, eV: 10.335
Charge: +1
E_LUMO, hartree: -0.10793
HOMO level, eV: -13.27
SMILES: CC(C)[C@]1(N)CC=N[N@@H+](N)N1

*B*
Below is an isolated ion of composition C6H16N5 and charge +1, with properties calculated with ωB97M-V/def2-TZVPD.

Each atom is followed by the atoms it is bonded to, with distances in Å.
Cartesian coordinates (Å):
1 C 1.4847 -1.0992 0.3585  C2 1.566, C4 1.543, H12 1.109, H13 1.033
2 C 2.9455 -0.6764 -0.0134  C1 1.566, N7 1.486, H14 1.089, H15 1.163
3 C -1.1660 -0.3747 0.2214  C4 1.527, C5 1.566, C6 1.553, H16 1.072
4 C 0.3049 -0.2566 -0.1694  C1 1.543, C3 1.527, N11 1.474, H17 1.163
5 C -1.7650 0.9336 -0.3975  C3 1.566, N8 1.548, N10 1.450, H18 1.058
6 C -1.7445 -1.6168 -0.5089  C3 1.553, H19 1.100, H20 1.114, H21 1.145
7 N 2.9609 0.8077 0.0506  C2 1.486, N9 1.369, H22 0.993
8 N -0.6350 1.9372 -0.0631  C5 1.548, N11 1.440, H23 0.947
9 N 1.8858 1.4777 -0.4679  N7 1.369, N11 1.563, H24 0.968
10 N -2.9314 1.3296 0.3675  C5 1.450, H25 0.998, H26 1.007
11 N 0.5298 1.1435 0.2338  C4 1.474, N8 1.440, N9 1.563, H27 1.133
12 H 1.2525 -2.0996 -0.0597  C1 1.109
13 H 1.3649 -1.2124 1.3786  C1 1.033
14 H 3.7961 -1.1162 0.5054  C2 1.089
15 H 3.1508 -0.9343 -1.1286  C2 1.163
16 H -1.3721 -0.2242 1.2622  C3 1.072
17 H 0.3960 -0.2334 -1.3284  C4 1.163
18 H -1.9289 0.8431 -1.4392  C5 1.058
19 H -1.9039 -1.3788 -1.5708  C6 1.100
20 H -2.6767 -1.9549 -0.0021  C6 1.114
21 H -1.0493 -2.4908 -0.2560  C6 1.145
22 H 3.4872 1.1501 0.8203  N7 0.993
23 H -0.5670 2.7004 -0.6191  N8 0.947
24 H 2.0362 2.4007 -0.2192  N9 0.968
25 H -2.7899 1.4875 1.3423  N10 0.998
26 H -3.7828 0.8334 0.1609  N10 1.007
27 H 0.6275 1.1268 1.3621  N11 1.133

Properties
Frontier orbital gap, eV: 9.947
Charge: +1
E_LUMO, hartree: -0.10399
HOMO level, eV: -12.78
SMILES: C[C@@H]1[C@@H](N)N[N@@H+]2NNCC[C@@H]12

According to the calculations, the structures order from most to least stable as *B*, *A*.